Record 1
{"formula": "C5H20ClN10O9", "method": "wB97M-V/def2-TZVPD", "homo_ev": -7.2971, "gap_ev": 9.9, "e_above_lowest_kcal_mol": 2.4, "spin_multiplicity": 1, "charge": -1, "symbols": ["Cl", "O", "O", "O", "O", "C", "O", "N", "N", "H", "H", "H", "H", "C", "O", "N", "N", "H", "H", "H", "H", "C", "O", "N", "N", "H", "H", "H", "H", "C", "O", "N", "N", "H", "H", "H", "H", "C", "O", "N", "N", "H", "H", "H", "H"], "positions_angstrom": [[-30.12, 30.22, 6.42], [-30.19, 29.35, 5.28], [-30.55, 29.51, 7.62], [-28.78, 30.67, 6.65], [-31.02, 31.35, 6.22], [-32.33, 30.64, 2.51], [-32.74, 29.60, 3.00], [-32.01, 31.75, 3.26], [-32.12, 30.79, 1.17], [-32.22, 31.68, 4.25], [-31.97, 32.66, 2.85], [-32.41, 30.09, 0.51], [-31.70, 31.62, 0.80], [-28.11, 33.17, 3.98], [-27.06, 33.56, 3.48], [-28.85, 32.15, 3.45], [-28.62, 33.65, 5.14], [-28.53, 31.65, 2.65], [-29.63, 31.74, 3.94], [-29.48, 33.27, 5.51], [-28.12, 34.36, 5.64], [-30.33, 34.02, 9.03], [-30.60, 35.17, 9.32], [-30.88, 32.94, 9.67], [-29.52, 33.69, 7.97], [-30.62, 32.01, 9.37], [-31.44, 33.15, 10.48], [-28.94, 34.38, 7.54], [-29.36, 32.71, 7.81], [-28.39, 27.29, 2.32], [-27.80, 27.40, 1.26], [-29.46, 26.44, 2.47], [-28.08, 28.02, 3.44], [-30.05, 26.48, 3.29], [-29.78, 25.83, 1.75], [-28.87, 28.34, 4.00], [-27.33, 28.66, 3.27], [-27.54, 26.12, 6.82], [-26.83, 26.39, 7.77], [-27.15, 25.24, 5.85], [-28.76, 26.70, 6.59], [-27.69, 24.97, 5.05], [-26.25, 24.82, 6.00], [-29.24, 26.73, 5.71], [-29.13, 27.36, 7.27]]}


Record 2
{"formula": "C5H7NO", "method": "wB97M-V/def2-TZVPD", "homo_ev": -7.8603, "gap_ev": 8.9, "e_above_lowest_kcal_mol": 16.6, "spin_multiplicity": 1, "charge": 0, "smiles": "Cc1cc(N)co1", "symbols": ["C", "C", "C", "C", "N", "C", "O", "H", "H", "H", "H", "H", "H", "H"], "positions_angstrom": [[-1.91, 1.42, 0.41], [-0.81, 0.43, 0.24], [0.08, 0.20, -0.76], [0.98, -0.81, -0.29], [2.07, -1.34, -1.01], [0.53, -1.15, 0.94], [-0.57, -0.39, 1.28], [-2.90, 0.95, 0.46], [-1.91, 2.13, -0.43], [-1.76, 1.99, 1.33], [0.12, 0.71, -1.71], [2.38, -0.71, -1.73], [2.86, -1.56, -0.41], [0.85, -1.87, 1.67]]}


Record 3
{"formula": "C4H12NPS2", "method": "wB97M-V/def2-TZVPD", "homo_ev": [-8.7110, -7.0073], "gap_ev": [8.1, 4.6], "e_above_lowest_kcal_mol": 97.1, "spin_multiplicity": 1, "charge": 0, "symbols": ["C", "C", "C", "C", "N", "P", "S", "S", "H", "H", "H", "H", "H", "H", "H", "H", "H", "H", "H", "H"], "positions_angstrom": [[2.26, -2.46, -0.28], [0.26, 2.48, 1.12], [-3.44, -0.73, -0.59], [1.17, -1.44, -0.21], [0.39, 1.04, 0.76], [1.83, 0.15, 0.67], [3.49, 1.08, 0.07], [-2.81, 0.42, 0.67], [1.82, -3.26, -0.90], [3.24, -2.08, -0.77], [2.55, -2.81, 0.78], [1.29, 2.89, 0.94], [-0.30, 3.02, 0.32], [-0.23, 2.52, 2.13], [-3.64, -0.24, -1.62], [-4.34, -1.20, -0.11], [-2.61, -1.44, -0.88], [0.40, -1.69, 0.39], [0.93, -1.00, -1.24], [-0.47, 0.53, 1.13]]}


Record 4
{"formula": "C41H110N2O25", "method": "wB97M-V/def2-TZVPD", "homo_ev": -0.6169, "gap_ev": 3.7, "e_above_lowest_kcal_mol": 0.0, "spin_multiplicity": 1, "charge": -2, "symbols": ["C", "C", "C", "C", "C", "C", "N", "O", "C", "C", "C", "H", "H", "H", "H", "H", "H", "H", "H", "H", "H", "H", "H", "H", "H", "H", "H", "H", "H", "C", "C", "C", "C", "C", "C", "N", "O", "C", "C", "C", "H", "H", "H", "H", "H", "H", "H", "H", "H", "H", "H", "H", "H", "H", "H", "H", "H", "H", "C", "O", "H", "H", "H", "H", "C", "O", "H", "H", "H", "H", "C", "O", "H", "H", "H", "H", "C", "O", "H", "H", "H", "H", "C", "O", "H", "H", "H", "H", "C", "C", "O", "O", "H", "H", "H", "H", "H", "H", "C", "C", "O", "O", "H", "H", "H", "H", "H", "H", "C", "C", "O", "O", "H", "H", "H", "H", "H", "H", "C", "C", "O", "O", "H", "H", "H", "H", "H", "H", "C", "C", "O", "O", "H", "H", "H", "H", "H", "H", "C", "C", "O", "O", "H", "H", "H", "H", "H", "H", "C", "C", "O", "O", "H", "H", "H", "H", "H", "H", "C", "C", "O", "O", "H", "H", "H", "H", "H", "H", "C", "C", "O", "O", "H", "H", "H", "H", "H", "H"], "positions_angstrom": [[1.90, -1.77, 2.18], [0.41, -1.47, 2.05], [0.19, -0.09, 2.67], [-1.10, 0.62, 2.25], [-1.24, 0.62, 0.73], [-1.15, -0.80, 0.15], [0.07, -1.41, 0.65], [0.49, -2.55, -0.07], [-1.09, -0.65, -1.36], [-2.41, -1.62, 0.45], [-0.47, -2.45, 2.85], [2.09, -2.83, 2.00], [2.29, -1.50, 3.16], [2.44, -1.12, 1.48], [1.02, 0.60, 2.49], [0.14, -0.23, 3.75], [-1.09, 1.60, 2.74], [-1.97, 0.13, 2.72], [-0.48, 1.25, 0.27], [-2.24, 1.02, 0.52], [-1.72, 0.15, -1.76], [-1.34, -1.52, -1.97], [-0.07, -0.40, -1.68], [-2.27, -2.63, 0.03], [-3.30, -1.22, -0.05], [-2.67, -1.79, 1.50], [-0.69, -3.33, 2.26], [-1.43, -2.01, 3.16], [-0.07, -2.71, 3.84], [3.27, 6.06, -2.82], [1.87, 5.85, -2.23], [1.23, 7.26, -2.30], [-0.29, 7.24, -2.10], [-0.96, 6.17, -2.99], [-0.27, 4.77, -3.00], [1.15, 4.92, -3.04], [1.87, 3.79, -3.43], [-0.78, 4.15, -4.30], [-0.79, 3.98, -1.79], [2.06, 5.55, -0.71], [3.22, 6.24, -3.89], [3.91, 5.18, -2.66], [3.69, 6.97, -2.38], [1.41, 7.72, -3.27], [1.67, 7.85, -1.49], [-0.66, 8.22, -2.41], [-0.55, 7.10, -1.05], [-0.91, 6.57, -4.00], [-1.98, 6.15, -2.61], [-0.44, 3.11, -4.27], [-0.35, 4.55, -5.22], [-1.87, 4.16, -4.35], [-1.84, 3.66, -1.84], [-0.76, 4.60, -0.88], [-0.24, 3.06, -1.57], [1.19, 5.77, -0.08], [2.96, 6.05, -0.34], [2.25, 4.47, -0.66], [0.18, 0.53, -4.80], [1.46, 1.02, -4.42], [0.31, -0.20, -5.60], [-0.35, 0.08, -3.95], [-0.40, 1.35, -5.24], [1.34, 1.98, -4.30], [3.59, -3.99, 5.62], [3.67, -3.49, 6.96], [4.51, -3.68, 5.11], [3.59, -5.08, 5.64], [2.76, -3.54, 5.10], [4.55, -3.61, 7.31], [-7.37, -0.14, -1.41], [-6.26, -0.65, -0.67], [-7.20, 0.91, -1.64], [-7.46, -0.74, -2.33], [-8.26, -0.31, -0.81], [-5.51, -0.62, -1.28], [0.13, 2.57, 5.61], [1.21, 3.26, 6.21], [-0.47, 3.24, 4.98], [0.47, 1.83, 4.88], [-0.54, 2.06, 6.29], [1.28, 4.08, 5.71], [-4.80, 1.00, 2.47], [-5.21, 2.35, 2.24], [-4.15, 0.57, 1.71], [-4.14, 1.02, 3.33], [-5.69, 0.38, 2.60], [-5.39, 2.44, 1.30], [-4.18, -4.40, -3.29], [-4.56, -3.14, -2.49], [-5.49, -2.33, -3.22], [-3.89, -4.12, -4.64], [-5.05, -5.08, -3.24], [-3.32, -4.85, -2.80], [-3.63, -2.59, -2.34], [-4.88, -3.37, -1.47], [-6.33, -2.78, -3.17], [-4.72, -3.94, -5.09], [-0.10, -3.80, -3.81], [0.70, -5.05, -4.06], [1.82, -4.76, -4.89], [0.72, -2.90, -3.05], [-1.02, -4.04, -3.26], [-0.38, -3.30, -4.74], [0.11, -5.83, -4.56], [1.02, -5.51, -3.12], [2.20, -5.57, -5.21], [0.38, -2.87, -2.14], [3.48, 4.08, 2.45], [2.23, 3.23, 2.45], [1.06, 3.87, 2.90], [3.73, 4.44, 3.81], [3.34, 4.99, 1.86], [4.30, 3.51, 2.02], [2.49, 2.37, 3.09], [2.02, 2.72, 1.50], [0.33, 3.66, 2.32], [3.20, 5.21, 4.02], [2.33, 0.75, -0.77], [3.58, 1.51, -1.21], [3.60, 1.69, -2.61], [2.23, -0.50, -1.40], [1.48, 1.38, -1.11], [2.26, 0.75, 0.33], [4.46, 0.90, -1.01], [3.67, 2.48, -0.70], [3.01, 2.44, -2.83], [1.58, -1.04, -0.90], [-0.91, -5.78, 0.61], [-0.60, -5.65, -0.88], [-1.33, -6.59, -1.71], [0.20, -5.28, 1.36], [-0.95, -6.84, 0.89], [-1.83, -5.25, 0.87], [0.47, -5.84, -1.00], [-0.89, -4.65, -1.21], [-1.92, -7.07, -1.12], [0.24, -4.34, 1.09], [-4.34, 1.05, -3.72], [-3.83, 0.75, -5.11], [-3.50, 1.93, -5.84], [-5.72, 1.48, -3.78], [-3.81, 1.93, -3.35], [-4.19, 0.20, -3.05], [-4.56, 0.18, -5.70], [-3.00, 0.05, -5.03], [-4.05, 2.61, -5.44], [-6.28, 0.78, -3.42], [5.38, -0.55, 2.53], [4.90, -0.17, 3.91], [5.39, 1.12, 4.31], [4.86, 0.28, 1.53], [5.03, -1.57, 2.33], [6.48, -0.63, 2.54], [5.35, -0.83, 4.67], [3.81, -0.23, 3.93], [4.67, 1.76, 4.34], [5.09, 1.19, 1.71], [3.51, -4.69, -0.50], [3.73, -5.91, -1.34], [4.48, -5.67, -2.53], [2.83, -3.68, -1.22], [4.43, -4.31, -0.03], [2.85, -4.99, 0.33], [2.82, -6.50, -1.50], [4.31, -6.62, -0.71], [5.23, -6.26, -2.52], [2.09, -3.38, -0.67], [-0.17, -1.02, 7.35], [-1.50, -1.15, 6.67], [-1.68, -0.16, 5.66], [-0.06, 0.17, 8.15], [0.64, -1.16, 6.63], [-0.05, -1.75, 8.16], [-2.35, -1.03, 7.37], [-1.66, -2.17, 6.29], [-2.09, -0.55, 4.89], [-0.50, 0.88, 7.67]]}


Record 5
{"formula": "C26H41BrKN2O2PSi", "method": "wB97M-V/def2-TZVPD", "homo_ev": -0.3604, "gap_ev": 4.1, "e_above_lowest_kcal_mol": 0.0, "spin_multiplicity": 1, "charge": -2, "symbols": ["K", "C", "C", "C", "C", "P", "N", "C", "C", "C", "C", "C", "C", "C", "C", "H", "H", "H", "H", "H", "H", "H", "H", "H", "H", "H", "H", "H", "H", "H", "H", "H", "H", "H", "H", "H", "H", "H", "H", "H", "H", "H", "Br", "C", "C", "N", "C", "C", "C", "C", "O", "O", "H", "H", "H", "C", "Si", "C", "C", "C", "C", "C", "C", "C", "H", "H", "H", "H", "H", "H", "H", "H", "H", "H", "H"], "positions_angstrom": [[-0.27, 0.48, -2.31], [0.90, 0.69, 1.20], [0.02, 1.92, 1.45], [0.17, 2.29, 2.93], [0.61, 3.06, 0.60], [-1.72, 1.54, 0.75], [-1.76, 1.54, -0.78], [-2.26, -0.14, 1.50], [-1.94, -0.42, 2.97], [-3.78, -0.27, 1.31], [-1.64, -1.25, 0.64], [-2.90, 2.87, 1.52], [-2.27, 4.24, 1.26], [-4.19, 2.83, 0.69], [-3.26, 2.79, 3.01], [1.95, 0.95, 1.36], [0.81, 0.33, 0.17], [0.69, -0.15, 1.86], [1.24, 2.39, 3.17], [-0.23, 1.53, 3.60], [-0.30, 3.24, 3.18], [1.70, 2.94, 0.55], [0.40, 4.04, 1.02], [0.21, 3.02, -0.41], [-2.28, 0.36, 3.65], [-0.87, -0.57, 3.14], [-2.43, -1.35, 3.28], [-4.35, 0.32, 2.02], [-4.05, -1.32, 1.45], [-4.07, 0.03, 0.30], [-0.59, -1.42, 0.84], [-1.76, -1.00, -0.42], [-2.16, -2.19, 0.83], [-1.92, 4.31, 0.23], [-1.44, 4.45, 1.93], [-3.03, 5.01, 1.43], [-3.95, 2.59, -0.34], [-4.67, 3.82, 0.73], [-4.91, 2.10, 1.07], [-2.39, 2.80, 3.66], [-3.84, 1.90, 3.25], [-3.88, 3.66, 3.28], [4.73, -0.43, -8.35], [3.40, -1.24, -7.26], [3.15, -2.60, -7.38], [2.24, -3.22, -6.65], [1.54, -2.51, -5.77], [1.72, -1.14, -5.59], [2.69, -0.49, -6.34], [0.87, -0.35, -4.59], [1.29, 0.78, -4.27], [-0.17, -0.92, -4.20], [3.71, -3.19, -8.10], [0.79, -3.01, -5.18], [2.85, 0.56, -6.18], [0.71, -3.49, -1.13], [2.58, -3.36, -0.58], [3.07, -1.73, -1.56], [2.34, -2.61, 1.20], [3.32, -1.78, 1.78], [3.24, -1.34, 3.10], [2.17, -1.70, 3.90], [1.19, -2.52, 3.36], [1.29, -2.96, 2.05], [0.61, -4.25, -1.92], [0.30, -2.56, -1.52], [0.06, -3.81, -0.31], [3.79, -1.96, -2.35], [3.56, -1.01, -0.90], [2.26, -1.19, -2.06], [4.17, -1.48, 1.19], [4.02, -0.69, 3.49], [2.10, -1.34, 4.92], [0.34, -2.82, 3.97], [0.50, -3.61, 1.67]]}


Record 6
{"formula": "C6H12S2", "method": "wB97M-V/def2-TZVPD", "homo_ev": -8.3749, "gap_ev": 9.2, "e_above_lowest_kcal_mol": 51.7, "spin_multiplicity": 1, "charge": 0, "smiles": "CSC1(S)[C@@H](C)[C@@H]1C", "symbols": ["C", "S", "C", "S", "C", "C", "C", "C", "H", "H", "H", "H", "H", "H", "H", "H", "H", "H", "H", "H"], "positions_angstrom": [[2.30, 1.91, -0.14], [0.70, 1.66, 0.69], [0.28, -0.03, 0.40], [1.57, -1.18, 1.10], [-0.45, -0.58, -0.75], [-0.14, -1.83, -1.45], [-1.22, -0.51, 0.58], [-2.34, 0.52, 0.78], [2.23, 2.28, -1.16], [2.89, 1.05, -0.17], [2.97, 2.70, 0.45], [1.42, -0.53, 2.25], [-0.67, 0.32, -1.30], [-0.08, -1.54, -2.55], [-1.06, -2.53, -1.35], [0.78, -2.32, -1.05], [-1.31, -1.56, 1.11], [-2.14, 1.46, 1.27], [-2.94, -0.04, 1.42], [-2.80, 0.75, -0.13]]}


Record 7
{"formula": "C22H31N3OS2", "method": "wB97M-V/def2-TZVPD", "homo_ev": -7.7801, "gap_ev": 8.4, "e_above_lowest_kcal_mol": 7.8, "spin_multiplicity": 1, "charge": 0, "smiles": "COc1ccc(NC(=S)N(CCCN2CCC(C)CC2)Cc2cccs2)cc1", "symbols": ["C", "O", "C", "C", "C", "C", "N", "C", "S", "N", "C", "C", "C", "N", "C", "C", "C", "C", "C", "C", "C", "C", "C", "C", "C", "S", "C", "C", "H", "H", "H", "H", "H", "H", "H", "H", "H", "H", "H", "H", "H", "H", "H", "H", "H", "H", "H", "H", "H", "H", "H", "H", "H", "H", "H", "H", "H", "H", "H"], "positions_angstrom": [[3.08, 6.97, -4.83], [1.96, 6.11, -4.80], [1.83, 5.24, -3.76], [2.71, 5.14, -2.69], [2.49, 4.22, -1.68], [1.39, 3.37, -1.73], [1.08, 2.43, -0.75], [1.89, 1.74, 0.10], [3.54, 1.86, 0.04], [1.28, 0.93, 1.01], [-0.15, 0.66, 1.00], [-0.57, -0.32, -0.10], [-2.09, -0.62, -0.11], [-2.55, -1.73, 0.67], [-2.07, -3.03, 0.24], [-2.92, -4.13, 0.86], [-2.88, -4.04, 2.38], [-3.75, -5.11, 3.02], [-3.32, -2.64, 2.79], [-2.45, -1.59, 2.11], [2.07, 0.15, 1.94], [2.13, -1.29, 1.55], [2.77, -1.84, 0.48], [2.59, -3.23, 0.38], [1.82, -3.73, 1.38], [1.30, -2.50, 2.47], [0.50, 3.49, -2.80], [0.72, 4.41, -3.80], [3.08, 7.65, -3.97], [4.02, 6.41, -4.85], [2.99, 7.55, -5.74], [3.58, 5.78, -2.62], [3.18, 4.16, -0.86], [0.11, 2.13, -0.79], [-0.72, 1.59, 0.92], [-0.39, 0.23, 1.98], [-0.02, -1.26, 0.03], [-0.28, 0.08, -1.07], [-2.63, 0.27, 0.22], [-2.39, -0.82, -1.15], [-2.13, -3.07, -0.85], [-1.01, -3.19, 0.53], [-3.95, -4.01, 0.52], [-2.56, -5.10, 0.52], [-1.84, -4.19, 2.71], [-3.70, -5.04, 4.11], [-3.42, -6.11, 2.73], [-4.79, -4.99, 2.72], [-4.36, -2.49, 2.49], [-3.25, -2.52, 3.87], [-2.79, -0.59, 2.38], [-1.41, -1.72, 2.46], [3.08, 0.58, 1.94], [1.63, 0.25, 2.94], [3.35, -1.25, -0.22], [3.02, -3.84, -0.40], [1.53, -4.75, 1.56], [-0.37, 2.85, -2.85], [0.03, 4.50, -4.63]]}